Formula: C10H10BBrO2
Source: the OMol25 dataset
Level of theory: ωB97M-V/def2-TZVPD

Calculated values
ΔE to the lowest compared entry with this formula, charge and spin: 0.0 kcal per mole
energy: -3136.476913 a.u.
HOMO: -0.3014 hartree
frontier orbital gap: 8.34 eV

Structure (ORCA input):
```
! RIJCOSX wB97M-V def2-TZVPD def2/J DEFGRID3
* xyz 0 1
B -1.78 -1.63 -0.01
C 2.59 0.69 1.71
C 1.80 -0.33 2.19
C 2.18 1.42 0.61
C 0.59 -0.61 1.58
C 0.99 1.12 -0.05
C 0.17 0.10 0.46
C 0.63 1.87 -1.24
C -0.27 1.46 -2.14
C -1.02 0.21 -2.02
C -1.17 -0.17 -0.10
O -1.31 -2.54 -0.89
O -2.71 -1.88 0.93
Br -2.42 1.19 0.56
H 3.53 0.93 2.19
H 2.12 -0.90 3.05
H 2.79 2.22 0.23
H -0.04 -1.39 1.98
H 1.16 2.79 -1.41
H -0.47 2.06 -3.02
H -2.05 0.25 -2.36
H -0.51 -0.68 -2.37
H -1.69 -3.42 -0.87
H -3.10 -2.76 0.98
*
```